Molecular formula: C21H27F5O21
Method: DFT, wB97M-V/def2-TZVPD

The geometry in XYZ format:
```
74
Properties=species:S:1:pos:R:3:forces:R:3
C 6.8840 -28.4505 25.9237 5.0 -5.7 6.2
C 7.8148 -28.6865 24.7981 -1.7 0.3 0.4
O 7.4259 -29.9140 24.5160 0.6 -2.4 -6.0
C 7.0254 -30.5619 25.5292 -0.6 -5.2 3.8
O 6.9504 -31.7712 25.6154 -0.3 1.8 -0.4
O 6.7812 -29.7188 26.5312 0.5 -0.6 0.8
F 9.0207 -28.7656 25.3396 0.6 -1.8 -0.8
H 5.9245 -28.0684 25.5750 -0.9 -10.9 6.6
H 7.1252 -27.6556 26.6293 0.4 -0.8 0.5
H 7.8303 -28.0081 23.9451 -0.5 -2.0 -0.3
C 2.5970 -27.0901 24.6407 -1.3 1.6 -0.9
C 3.1290 -26.7126 23.1986 -0.3 -1.7 2.9
O 4.5359 -26.8661 23.4614 -11.3 -2.5 4.8
C 4.8587 -27.2312 24.7221 -4.7 2.1 -0.4
O 6.0164 -27.2655 25.1137 -10.5 10.8 -6.7
O 3.7100 -27.4474 25.4530 1.1 0.0 -0.2
F 2.9002 -25.4487 22.8043 -0.3 0.0 0.6
H 1.7697 -27.7990 24.6056 0.7 -0.7 0.1
H 2.1076 -26.1999 25.0357 0.3 0.3 0.3
H 2.7340 -27.4081 22.4581 0.6 0.2 -0.3
C 11.0563 -27.7169 25.8166 4.2 -5.7 -0.2
C 11.2880 -26.7706 24.6811 -0.3 -3.6 -1.3
O 11.7363 -27.6309 23.6736 -0.5 4.4 -3.4
C 12.1486 -28.7557 24.1154 1.3 -5.0 0.7
O 12.6527 -29.6500 23.4418 -0.7 1.8 0.9
O 11.8332 -28.8376 25.3869 2.1 -2.6 0.2
F 12.2309 -25.9699 25.0979 1.9 2.7 -0.3
H 9.9898 -27.8626 25.9883 3.5 -5.5 -0.7
H 11.4604 -27.4142 26.7826 1.2 -0.9 -0.4
H 10.3503 -26.2956 24.3926 1.6 0.3 -1.6
C 7.2077 -25.7360 24.4191 3.3 -1.4 1.7
C 7.2848 -24.6923 25.5581 -0.8 -0.1 -1.6
O 8.4709 -24.9417 26.1790 1.2 0.2 0.6
C 9.0247 -26.0801 25.7346 -0.1 -1.1 1.7
O 10.0157 -26.6083 26.2451 -14.9 11.3 -0.3
O 8.2731 -26.6323 24.7517 2.5 3.8 2.0
F 6.2744 -24.9227 26.4087 -1.2 -0.4 1.5
H 7.3130 -25.3785 23.3947 2.0 -4.7 2.0
H 6.2873 -26.3193 24.3936 3.4 4.4 -0.5
H 7.1609 -23.6758 25.1844 0.5 -0.2 1.4
C 8.4159 -24.1359 21.5815 1.1 0.2 -2.0
C 7.4520 -23.3851 22.4064 -0.1 3.5 0.3
O 8.0739 -22.2185 22.8123 2.1 0.3 -0.1
C 9.4267 -22.4633 22.7155 2.9 0.5 2.0
O 10.3189 -21.8053 23.2504 -3.1 -2.0 -2.2
O 9.6115 -23.6938 22.0708 2.5 2.5 1.5
F 7.2874 -24.1299 23.5045 -1.2 9.8 -3.1
H 8.2352 -23.8570 20.5434 1.4 0.4 0.1
H 8.4077 -25.2257 21.5604 -0.2 0.2 0.6
H 6.5184 -23.1248 21.9076 0.9 1.3 2.3
C 10.5417 -25.4806 27.9731 4.0 4.1 2.2
O 9.3552 -25.7743 28.6370 -2.4 -1.0 0.8
C 9.2476 -25.5179 30.0079 2.5 -0.2 -0.9
O 10.1679 -25.1277 30.6942 -1.4 -0.4 -1.0
O 8.0729 -25.8498 30.5095 0.3 -0.4 1.2
C 6.9102 -26.0636 29.7383 0.4 1.3 -1.1
H 10.6227 -24.3940 27.9442 0.7 0.4 1.3
H 10.7277 -25.6172 26.9078 -0.1 1.3 2.8
H 11.3827 -26.0036 28.4282 0.1 0.5 0.6
H 6.9052 -27.0105 29.1985 0.0 -0.1 0.3
H 6.9807 -25.2376 29.0305 -0.9 -0.2 -0.5
H 6.0469 -25.9143 30.3868 0.2 -0.3 0.0
C 5.8272 -26.1934 22.4312 6.4 0.8 -4.9
O 4.9451 -25.7242 21.4336 0.2 1.7 -1.9
C 5.4212 -24.6592 20.6160 0.9 -3.9 -0.7
O 6.5251 -24.1647 20.8520 -8.3 -3.8 -6.3
O 4.7539 -24.6071 19.4088 0.4 0.0 2.0
C 3.4016 -25.1502 19.2820 -0.6 0.1 0.5
H 6.8443 -26.3438 22.0691 0.6 1.2 -1.2
H 5.5903 -27.2282 22.6788 3.4 0.0 -3.3
H 5.9233 -25.6616 23.3777 -1.7 0.8 -3.3
H 3.1878 -26.1371 19.6924 0.9 0.0 0.6
H 3.1115 -25.3024 18.2423 0.7 0.8 -0.2
H 2.7318 -24.4412 19.7685 -0.1 0.0 -0.2
```
Forces are in eV/Å.

Calculated values
Orbital gap ... 0.2630 Eh
Energy above the lowest of the compared OMol25 structures with the same formula, charge and spin ... 3568.88 kJ/mol
Molar mass ... 710.4 Da
HOMO level ... -8.08 eV
Total charge ... 0

Molecular formula: C6H13NO
Method: DFT, wB97M-V/def2-TZVPD

The geometry in XYZ format:
```
21
Properties=species:S:1:pos:R:3:forces:R:3
C 0.8008 2.0920 -1.6467 0.4 0.0 -0.1
C 1.0335 0.8053 -1.4014 -0.4 0.0 0.1
C 0.7716 -0.3143 -2.3550 0.1 -0.1 0.1
O 1.4706 0.3396 -0.1911 0.2 0.0 0.0
H 0.4901 2.4184 -2.6244 -0.1 0.0 -0.1
H 1.0511 2.8605 -0.9291 -0.1 0.0 0.2
H 0.5170 0.0648 -3.3412 0.1 0.0 0.0
H -0.0571 -0.9206 -1.9859 0.0 0.1 0.1
H 1.6453 -0.9642 -2.4160 0.1 0.0 -0.1
H 1.4616 1.0558 0.4609 -0.1 -0.1 -0.2
C -0.9888 0.7692 2.0458 0.1 -1.4 0.8
C -1.3040 -0.2189 1.1738 -0.9 2.5 -2.9
N -1.6656 -0.4693 -0.0163 0.3 0.0 1.4
H -0.5052 0.5355 2.9794 -0.2 -0.1 0.3
H -1.3840 1.7671 1.9381 0.2 0.0 -0.6
H -2.4946 -0.0181 -0.3905 -0.1 -0.4 0.4
C -0.1025 -1.9549 1.7006 -1.7 0.3 1.2
H 0.6731 -1.4955 1.0991 -0.5 0.8 -0.2
H -0.4098 -2.8567 1.1859 -0.1 -0.3 0.3
H 0.2662 -2.0239 2.7196 0.1 -0.6 0.1
H -1.2693 -1.4719 1.9943 2.8 -0.8 -0.8
```
Forces are in eV/Å.

Calculated values
Orbital gap ... 0.3158 Eh
Energy above the lowest of the compared OMol25 structures with the same formula, charge and spin ... 542.08 kJ/mol
Molar mass ... 115.2 Da
SMILES ... C=C(C)O.C=C=N.C
HOMO level ... -7.86 eV
Total charge ... 0

Molecular formula: C8H13NS
Method: DFT, wB97M-V/def2-TZVPD

The geometry in XYZ format:
```
23
Properties=species:S:1:pos:R:3:forces:R:3
C 1.7017 2.7754 0.1904 0.2 1.4 -0.6
C 1.3046 1.9198 1.1126 -0.2 -2.0 -1.2
C 1.5968 3.2413 1.5571 -0.4 0.9 2.0
C -1.3931 -1.9528 -2.3151 0.6 -1.3 -0.2
C -1.4095 -0.2303 0.3343 1.6 0.4 -4.6
C -0.3758 -2.0739 -1.1614 0.1 4.1 -1.8
C 0.9909 -0.7085 0.4506 2.1 1.0 0.4
C -0.1205 -0.6857 -0.4963 -2.6 1.0 0.6
N 1.6132 4.1185 2.4437 0.4 0.4 -0.7
S 0.8033 -1.5126 1.9683 -0.6 0.6 0.9
H 1.9111 3.2232 -0.8043 -0.2 -0.8 0.8
H -2.3390 -1.4566 -1.9608 0.6 -1.3 -0.2
H -1.4672 -3.0692 -2.7520 -0.5 2.9 0.5
H -1.0099 -1.2002 -3.0394 -0.1 -0.9 0.0
H -1.7112 -1.0033 0.8895 -1.7 -2.7 2.2
H -2.1321 0.1814 -0.3524 -0.6 -0.4 -0.2
H -1.1035 0.5814 0.8527 0.9 2.5 2.2
H 0.5962 -2.3913 -1.3876 1.4 -0.7 -1.5
H -0.6400 -2.7337 -0.4554 -1.6 -2.3 2.8
H 2.0543 -0.4486 0.2117 -1.2 -0.5 -0.1
H -0.0828 0.1697 -1.1939 0.8 -0.7 -0.3
H 1.4323 3.9486 3.4356 0.0 -0.5 -0.7
H -0.2197 -0.6925 2.4719 0.9 -1.0 -0.4
```
Forces are in eV/Å.

Calculated values
Orbital gap (alpha / beta) ... 0.2237 / 0.3052 Eh
Energy above the lowest of the compared OMol25 structures with the same formula, charge and spin ... 655.42 kJ/mol
Molar mass ... 155.3 Da
HOMO level (alpha / beta) ... -7.48 / -8.42 eV
Total charge ... 0

Molecular formula: C6H12O4
Method: DFT, wB97M-V/def2-TZVPD

The geometry in XYZ format:
```
22
Properties=species:S:1:pos:R:3:forces:R:3
C 0.7128 -0.6189 1.2472 0.7 -0.6 1.4
O 0.8141 0.5458 2.1865 -0.1 -2.0 -1.2
C 0.4314 1.7312 1.7410 -1.1 0.8 -1.1
C 0.0260 2.5705 2.9161 0.1 1.3 0.1
O 0.3265 2.0706 0.5646 0.5 0.3 2.8
H -0.2805 -0.7081 0.7760 0.5 0.2 0.8
H 0.8842 -1.5075 1.8777 -0.1 0.6 -0.1
H 1.4782 -0.5981 0.4532 -0.4 -0.3 1.5
H -0.7208 2.1029 3.5796 0.5 -0.1 -0.4
H -0.3914 3.5142 2.5265 0.2 -0.4 0.3
H 0.9270 2.8024 3.5087 -0.4 -0.1 -0.1
C -1.4561 -2.3088 -2.7691 -0.2 -2.5 -0.7
O -1.0177 -1.1006 -2.3038 -0.2 1.6 0.5
C 0.1742 -1.0150 -1.7174 1.6 -0.3 -0.2
C 0.3818 0.3201 -1.1521 0.3 1.3 -1.0
O 1.0531 -1.8615 -1.6900 -1.4 -0.1 -0.2
H -1.5560 -3.0052 -1.9197 0.0 0.0 -0.4
H -0.7302 -2.7293 -3.4853 -0.3 0.0 0.2
H -2.4349 -2.2223 -3.2702 0.5 0.3 0.3
H -0.3966 0.6488 -0.4430 0.4 -0.4 -1.3
H 0.4186 1.0357 -1.9907 -0.2 -0.1 0.3
H 1.3563 0.3331 -0.6356 -0.9 0.6 -1.3
```
Forces are in eV/Å.

Calculated values
Orbital gap ... 0.3960 Eh
Energy above the lowest of the compared OMol25 structures with the same formula, charge and spin ... 205.37 kJ/mol
Molar mass ... 148.2 Da
SMILES ... COC(C)=O.COC(C)=O
HOMO level ... -10.04 eV
Total charge ... 0

Molecular formula: C21H36CrN5S2
Method: DFT, wB97M-V/def2-TZVPD

The geometry in XYZ format:
```
65
Properties=species:S:1:pos:R:3:forces:R:3
Cr -0.0741 -0.5739 -0.2541 0.5 0.3 0.6
C 0.5632 0.9167 3.0916 -0.6 -1.7 0.7
C 1.1790 1.7802 2.0262 0.1 0.6 0.4
N 0.5441 1.7410 0.7225 -0.6 0.1 -0.2
C 0.5642 2.5963 -1.7964 -1.0 0.9 0.1
C 0.8088 1.3335 -2.5492 1.3 -1.7 0.3
N -0.0044 0.0981 -2.2757 -0.4 0.5 0.7
C -1.4148 0.0622 -2.7523 1.5 0.0 -1.3
C -2.3854 0.9827 -2.0565 0.8 0.5 -0.9
C -3.1246 0.3971 -0.8825 0.7 1.2 1.1
N -2.2956 -0.5360 -0.0809 0.0 -1.5 -0.7
C -2.5892 -0.4872 1.3647 0.0 0.2 -0.2
C -1.6431 -1.3378 2.1961 -0.3 -1.0 0.1
N -0.2304 -1.2255 1.8449 0.6 1.3 -0.4
C 0.6675 -0.6136 2.8805 0.7 -0.6 -1.1
H -0.4958 1.1745 3.3319 0.9 0.0 -0.1
H 1.1824 1.0612 3.9808 -0.3 0.3 0.2
H 2.1999 1.4430 1.8504 -0.1 0.1 0.3
H 1.2126 2.8008 2.4432 0.3 -0.3 -0.4
H 1.2163 1.6492 -0.0014 0.8 -0.3 -0.6
H 1.5232 3.1052 -1.7187 0.1 0.1 0.0
H -0.0551 3.2085 -2.4670 -0.1 0.4 0.5
H 1.8437 0.9990 -2.2894 -0.7 0.1 -0.4
H 0.7908 1.5337 -3.6172 0.0 -0.1 -0.3
H 0.5293 -0.6879 -2.6523 -0.4 0.2 -0.1
H -1.7137 -0.9466 -2.6815 -0.5 -1.5 0.3
H -1.4084 0.2020 -3.8445 -0.1 0.5 0.2
H -3.0452 1.2765 -2.8770 -0.4 0.3 0.6
H -1.7931 1.8465 -1.7656 -0.4 0.2 0.1
H -4.0018 -0.0721 -1.2246 -1.2 -0.8 -0.3
H -3.4430 1.1969 -0.1857 0.1 -0.2 -0.5
H -2.5364 -1.4872 -0.4606 0.4 1.0 0.8
H -3.6141 -0.7661 1.5892 -0.3 -0.3 0.0
H -2.5436 0.5637 1.6366 0.3 0.1 0.1
H -1.8448 -2.4094 2.0598 -0.6 0.2 0.0
H -1.8663 -1.1270 3.2489 0.3 0.0 0.0
H 0.1747 -2.1359 1.6929 -0.2 -0.4 0.0
H 1.7118 -0.9012 2.5306 -1.1 0.5 0.5
H 0.4465 -1.2176 3.7681 0.3 0.7 0.4
S 4.1539 -2.4578 -0.3816 -0.6 1.0 -0.1
C 4.4317 -0.8242 0.1153 0.0 -0.4 0.2
C 3.2563 -0.1055 0.1740 0.7 -0.4 0.3
C 2.0691 -0.8291 -0.1581 0.0 -0.2 -0.6
C 2.4336 -2.0982 -0.5413 0.3 -0.5 0.4
C 1.4814 -3.1518 -0.8877 0.7 -1.4 0.0
C 1.8524 -4.5221 -1.0157 -0.5 0.3 -0.1
C 0.8828 -5.4566 -1.3535 0.2 0.5 0.1
C -0.4489 -5.0690 -1.5588 0.2 0.5 0.2
C -0.7187 -3.7243 -1.4047 0.4 0.2 0.4
N 0.2106 -2.8022 -1.0494 -1.2 -0.1 -0.5
H 5.4588 -0.5737 0.4274 -0.8 0.2 -0.3
H 3.2376 0.8997 0.5678 0.3 0.1 -0.3
H 2.8788 -4.8375 -0.8236 -0.3 0.1 -0.1
H 1.1781 -6.4834 -1.4532 0.0 -0.4 0.0
H -1.2612 -5.7570 -1.7694 0.3 0.0 -0.1
H -1.7328 -3.3488 -1.5421 0.1 0.0 0.0
C 0.1971 4.6346 0.0772 1.1 0.1 -0.2
S -0.4926 2.9394 0.0903 0.4 0.8 0.4
C -1.1293 3.2368 1.8435 -1.1 1.1 0.3
H -0.5476 5.3052 0.5343 0.4 -0.3 -0.3
H 0.4593 4.9388 -0.9651 -0.3 -0.3 1.0
H 1.1480 4.6290 0.7043 -1.2 0.0 -0.7
H -0.4690 3.5897 2.6464 0.0 -0.5 -0.2
H -1.7141 2.3567 2.1056 0.2 0.0 0.3
H -1.8503 4.0672 1.7924 0.0 -0.3 -0.4
```
Forces are in eV/Å.

Calculated values
Orbital gap (alpha / beta) ... 0.2692 / 0.2910 Eh
Energy above the lowest of the compared OMol25 structures with the same formula, charge and spin ... 341.35 kJ/mol
Molar mass ... 474.7 Da
HOMO level (alpha / beta) ... -9.43 / -10.07 eV
2S+1 ... 5
Total charge ... +1

Molecular formula: C3H8Cl4NO3Sn2
Method: DFT, wB97M-V/def2-TZVPD

The geometry in XYZ format:
```
21
Properties=species:S:1:pos:R:3:forces:R:3
Sn -0.1388 2.7846 -1.4528 0.4 -1.6 1.2
Sn -2.1141 -1.3318 -2.1026 1.9 0.4 1.2
O 0.0061 0.0031 -1.0489 -2.3 1.0 -1.7
H -0.0478 -0.1916 -0.0910 -0.1 0.1 0.2
C -4.0539 1.1157 1.6447 -1.0 -0.3 1.2
N -2.6212 1.0828 1.3119 0.3 0.2 0.6
O -2.0559 0.0109 1.1960 -0.4 -0.4 -0.9
O -2.0024 2.1371 1.3133 0.1 0.5 -1.0
H -4.0744 1.0904 2.7408 0.1 0.0 0.0
H -4.5756 0.2147 1.3360 0.3 -0.1 -0.3
H -4.6006 2.0141 1.3741 0.6 0.2 -0.4
C 2.3648 -0.5889 1.4332 0.0 -0.2 -0.2
Cl 3.7081 -0.3605 2.5196 -0.1 0.1 -0.3
Cl 0.9339 -1.1997 2.3303 0.0 0.2 -0.6
H 2.0848 0.3200 0.8983 0.1 0.4 0.5
H 2.5996 -1.2902 0.6363 0.2 -0.4 0.4
C 2.7850 -1.0948 -2.7434 0.9 -0.2 0.2
Cl 2.7320 -2.7308 -3.4162 -0.4 0.2 0.0
Cl 4.3445 -0.3217 -3.0557 -0.2 0.1 -0.1
H 2.0017 -0.4679 -3.1581 -0.1 -0.1 -0.1
H 2.7243 -1.1956 -1.6659 -0.3 0.1 0.0
```
Forces are in eV/Å.

Calculated values
Orbital gap ... 0.1158 Eh
Energy above the lowest of the compared OMol25 structures with the same formula, charge and spin ... 50.53 kJ/mol
Molar mass ... 485.3 Da
HOMO level ... -18.05 eV
Total charge ... +3

Molecular formula: C3H7NO3
Method: DFT, wB97M-V/def2-TZVPD

The geometry in XYZ format:
```
14
Properties=species:S:1:pos:R:3:forces:R:3
C 0.2940 -0.6374 -0.3275 -0.9 2.5 1.1
C -0.0740 1.9156 0.5451 0.3 -1.4 -1.6
C -0.6852 0.7359 0.0373 -0.5 -3.5 1.9
N 0.1151 -1.7055 0.5912 0.0 -0.3 0.0
O 1.6335 -0.2575 -0.3407 -0.4 0.1 -0.3
O -0.1949 -0.9134 -1.5677 -0.7 -1.4 -1.1
O -1.8953 0.4592 -0.0927 0.9 0.7 -0.2
H 2.1667 -1.0607 -0.4260 -0.1 0.0 0.0
H -1.1835 -1.0112 -1.4918 1.2 0.5 0.0
H 0.3321 -1.4354 1.5418 -0.1 0.0 0.0
H -0.8149 -2.1008 0.5399 0.0 0.1 0.1
H 0.9610 1.8530 0.8582 0.0 -0.1 -0.3
H -0.6986 2.6951 0.9686 0.0 0.3 -0.8
H 0.0441 1.4630 -0.8357 0.3 2.4 1.3
```
Forces are in eV/Å.

Calculated values
Orbital gap ... 0.3442 Eh
Energy above the lowest of the compared OMol25 structures with the same formula, charge and spin ... 394.00 kJ/mol
Molar mass ... 105.1 Da
HOMO level ... -8.94 eV
Total charge ... 0

Molecular formula: C6H9N2
Method: DFT, wB97M-V/def2-TZVPD

The geometry in XYZ format:
```
17
Properties=species:S:1:pos:R:3:forces:R:3
N -1.8212 -1.4643 -0.2372 -1.2 -3.1 -0.1
C -0.9136 -0.3638 -0.2585 4.0 2.8 2.7
N -1.1410 0.5866 -1.0365 -0.3 -1.1 -0.1
C -0.3332 1.7463 -1.0835 -2.9 -0.7 -0.9
C 0.8789 1.9796 -0.6824 3.0 1.8 0.5
C 1.9501 1.2133 0.0317 -0.4 1.0 -1.2
C 1.6699 0.0875 0.6508 -2.1 0.1 -1.1
C 0.2387 -0.4283 0.8241 -0.4 -1.9 1.4
H -2.1715 -1.3732 -1.2563 0.0 -1.1 1.7
H -2.6260 -1.3118 0.4412 0.9 0.0 -1.0
H -1.3673 -2.4751 0.1118 -1.3 3.2 -1.7
H -0.8764 2.5171 -1.6180 0.2 0.0 0.1
H 1.1264 3.0108 -1.0430 0.4 -1.0 0.7
H 2.9680 1.6214 -0.0522 -0.6 -0.3 0.1
H 2.3473 -0.5828 1.0832 1.3 -0.4 0.6
H 0.3867 -1.5433 0.9694 -0.2 1.0 0.1
H -0.0384 -0.0762 1.8827 -0.4 -0.3 -1.6
```
Forces are in eV/Å.

Calculated values
Orbital gap ... 0.3183 Eh
Energy above the lowest of the compared OMol25 structures with the same formula, charge and spin ... 353.95 kJ/mol
Molar mass ... 109.2 Da
SMILES ... [NH3+]C1=NC=CC=CC1
HOMO level ... -12.81 eV
Total charge ... +1

| no. | calculated total energy (a.u.) |
| --- | --- |
| 1 | -2894.344791 |
| 2 | -366.227434 |
| 3 | -765.278230 |
| 4 | -536.726926 |
| 5 | -2936.083585 |
| 6 | -2667.504819 |
| 7 | -398.887593 |
| 8 | -343.186666 |